one:
The following is a quantum chemistry calculation of 2 unconnected molecules or ions with the total composition C6H16O, from the Open Molecules 2025 dataset.

The geometry in XYZ format:
```
23
Properties=species:S:1:pos:R:3:nbo_charge:R:1
C 0.7232 -1.2459 -1.5104 -0.607
C 0.6591 -1.3418 0.0035 -0.393
C -0.3889 -0.4125 0.7505 -0.214
C -0.7967 0.7254 -0.1620 -0.616
C 0.1348 0.0181 2.1075 -0.406
C -0.9536 0.6672 2.9531 -0.609
H 1.1440 -0.3713 -1.9820 0.181
H -0.3072 -1.1242 -1.8707 0.201
H 1.0652 -2.1235 -2.0505 0.220
H 0.2175 -2.3177 0.1059 0.201
H 1.6172 -1.3638 0.4816 0.198
H -1.2216 -1.1179 0.7954 0.196
H -1.2197 0.3989 -1.1121 0.212
H -1.5985 1.3799 0.1851 0.213
H 0.0564 1.3424 -0.4676 0.196
H 0.9312 0.7218 1.9328 0.198
H 0.7490 -0.6800 2.6681 0.211
H -1.5060 1.3648 2.3249 0.202
H -0.5919 1.3455 3.7331 0.210
H -1.6880 -0.0014 3.3938 0.206
O 0.8022 1.1573 -4.4043 -0.923
H 0.8362 1.0153 -3.4482 0.461
H 1.3363 1.9632 -4.4275 0.462
```

Summary:
orbital gap	11.64	eV
charge	0



two:
The following is a quantum chemistry calculation of 2 unconnected molecules or ions with the total composition C6H16O, from the Open Molecules 2025 dataset.

The geometry in XYZ format:
```
23
Properties=species:S:1:pos:R:3:nbo_charge:R:1
C -0.6962 -2.2088 -0.3223 -0.614
C 0.3096 -1.1234 -0.4915 -0.415
C -0.1188 0.3372 -0.7189 -0.382
C -1.0726 0.8606 0.4975 -0.396
C -0.2594 0.7642 1.8624 -0.399
C 0.8249 1.7423 2.0539 -0.623
H -0.7681 -2.6798 -1.2282 0.213
H -0.5056 -2.9475 0.5100 0.208
H -1.6185 -1.7933 -0.0730 0.198
H 0.9288 -1.1357 0.4900 0.189
H 0.9193 -1.3136 -1.3751 0.218
H 0.7828 0.9057 -0.8149 0.196
H -0.7504 0.4648 -1.7796 0.184
H -1.9570 0.1043 0.4965 0.205
H -1.2893 1.8751 0.5515 0.201
H -1.0164 0.9351 2.7012 0.196
H 0.1098 -0.2490 1.9113 0.194
H 0.6816 2.3184 2.9530 0.214
H 0.7190 2.4375 1.2031 0.197
H 1.7894 1.2558 2.0642 0.211
O 0.9935 -0.5704 -3.6343 -0.936
H 0.3426 0.2199 -3.8133 0.475
H 1.6509 -0.1996 -3.0437 0.467
```

Summary:
orbital gap	11.18	eV
charge	0



The structure with the greatest stability is one.



one:
The following is a quantum chemistry calculation of 2 unconnected molecules or ions with the total composition C6H16O, from the Open Molecules 2025 dataset.

The geometry in XYZ format:
```
23
Properties=species:S:1:pos:R:3:nbo_charge:R:1
C -0.8320 2.2944 -0.5249 -0.620
C -0.2388 0.8530 -0.5678 -0.401
C 0.5133 0.4125 0.7304 -0.209
C -0.3430 0.6446 1.9703 -0.616
C 0.9417 -1.0536 0.6425 -0.415
C -0.1071 -2.0920 0.2739 -0.636
H -1.9107 2.2856 -0.7000 0.210
H -0.6318 2.8788 0.3734 0.204
H -0.3991 2.8267 -1.3629 0.210
H 0.4461 0.8846 -1.4054 0.203
H -1.0290 0.1443 -0.8299 0.193
H 1.3532 1.1068 0.6711 0.203
H -1.0331 -0.2006 2.0803 0.200
H -0.9237 1.5605 1.9064 0.213
H 0.2389 0.5961 2.8913 0.211
H 1.8086 -1.1650 -0.0187 0.199
H 1.4430 -1.2574 1.5943 0.210
H -1.1000 -1.6641 0.1486 0.211
H 0.1750 -2.7270 -0.5613 0.212
H -0.2568 -2.8110 1.0770 0.217
O 0.8011 -1.0224 -3.1012 -0.941
H 0.0359 -1.6041 -3.1130 0.471
H 1.0484 -0.8905 -2.1746 0.472
```

Summary:
orbital gap	11.71	eV
charge	0



two:
The following is a quantum chemistry calculation of 2 unconnected molecules or ions with the total composition C6H16O, from the Open Molecules 2025 dataset.

The geometry in XYZ format:
```
23
Properties=species:S:1:pos:R:3:nbo_charge:R:1
C 0.6919 2.4397 -1.1168 -0.608
C -0.2202 1.4463 -0.3777 -0.380
C 0.5482 0.2566 0.2273 -0.209
C 1.4787 0.7060 1.3523 -0.626
C -0.4572 -0.7776 0.7586 -0.393
C 0.1781 -2.0565 1.3233 -0.618
H 1.4348 2.8125 -0.4231 0.201
H 1.1638 1.9890 -1.9956 0.204
H 0.0805 3.2995 -1.3875 0.209
H -0.9140 1.0079 -1.0926 0.196
H -0.7522 1.9699 0.4251 0.195
H 1.0962 -0.2223 -0.5959 0.187
H 1.1176 1.6171 1.8299 0.205
H 2.4328 1.0117 0.9241 0.212
H 1.6963 -0.0284 2.1196 0.215
H -0.9355 -0.2524 1.5777 0.195
H -1.2339 -1.0536 0.0369 0.194
H 1.2438 -2.0694 1.1815 0.204
H -0.0189 -2.2491 2.3817 0.212
H -0.1881 -2.9265 0.7583 0.204
O -3.1870 -2.3524 -2.7629 -0.935
H -2.4413 -1.9901 -3.2522 0.468
H -2.8144 -2.5780 -1.8921 0.468
```

Summary:
orbital gap	11.66	eV
charge	0



The structure with the greatest stability is two.



one:
The following is a quantum chemistry calculation of a gas-phase ion, C6H17N2 (charge +1), from the Open Molecules 2025 dataset.

The geometry in XYZ format:
```
25
Properties=species:S:1:pos:R:3:nbo_charge:R:1
C -2.6853 0.3319 1.6910 -0.663
C -1.1766 0.9315 1.5319 -0.474
C -0.4253 0.7678 0.1185 -0.049
N -1.4987 0.5261 -1.0048 -0.714
C 0.6956 -0.3155 0.3735 -0.236
N 1.5386 -0.4411 -0.8269 -0.506
C 1.3695 -1.7003 -1.6138 -0.428
C 2.9551 0.1365 -0.6304 -0.424
H -2.8584 -0.1051 2.6631 0.258
H -3.5488 1.1296 1.7660 0.238
H -3.0080 -0.4137 1.0061 0.193
H -0.9436 1.9080 2.1535 0.275
H -0.5296 0.1108 2.2564 0.234
H 0.1251 1.6582 -0.2799 0.230
H -2.1646 1.3130 -0.7828 0.459
H -1.0595 0.4668 -1.9632 0.472
H -2.0520 -0.2616 -0.7064 0.437
H 0.0894 -1.2760 0.3041 0.207
H 1.2766 0.0288 1.2361 0.239
H 2.2147 -1.7413 -2.2831 0.222
H 0.4786 -1.4324 -2.4392 0.191
H 1.4144 -2.6138 -0.7386 0.219
H 3.4335 0.0372 0.3109 0.199
H 2.9245 1.1997 -0.5162 0.198
H 3.4345 -0.2452 -1.6258 0.224
```

Summary:
orbital gap	8.60	eV
charge	+1



two:
The following is a quantum chemistry calculation of 2 unconnected molecules or ions with the total composition C6H17N2, from the Open Molecules 2025 dataset.

The geometry in XYZ format:
```
25
Properties=species:S:1:pos:R:3:nbo_charge:R:1
C -1.7933 -1.8298 -0.5829 0.065
C -1.1211 -1.1380 -1.5677 -0.232
N 0.2410 -0.6574 -1.3264 -0.734
N -3.0985 -2.2012 -0.7335 -0.751
H -1.2996 -2.1410 0.3649 0.219
H -1.5409 -0.6265 -2.4645 0.232
H 0.2022 0.3745 -1.3277 0.454
H 0.5808 -0.9003 -0.2697 0.476
H 1.0032 -0.9954 -1.9896 0.447
H -3.6328 -1.6071 -1.3272 0.395
H -3.5658 -2.3632 0.1483 0.401
C 1.3030 0.0593 1.6608 -0.623
C 1.4423 1.2201 0.6612 -0.226
C 0.1388 1.9375 0.4461 -0.629
C 2.5144 2.1881 1.1898 -0.605
H 2.1162 -0.6359 1.5272 0.222
H 1.2972 0.3335 2.7159 0.253
H 0.3546 -0.5150 1.4780 0.167
H 1.8165 0.8262 -0.3100 0.163
H 0.1643 2.5279 -0.4518 0.218
H -0.1548 2.6124 1.2670 0.250
H -0.6547 1.1533 0.3206 0.177
H 3.4801 1.7226 1.1525 0.219
H 2.5790 3.0577 0.5192 0.218
H 2.3523 2.5635 2.2220 0.224
```

Summary:
orbital gap	9.94	eV
charge	+1



three:
The following is a quantum chemistry calculation of a gas-phase ion, C6H17N2 (charge +1), from the Open Molecules 2025 dataset.

The geometry in XYZ format:
```
25
Properties=species:S:1:pos:R:3:nbo_charge:R:1
C 1.2480 -0.1509 2.1606 -0.638
C 1.0841 0.6543 0.8779 -0.028
C 0.7450 2.1389 0.9029 -0.615
N 0.2827 0.0041 -0.2347 -0.489
C 1.0640 -0.9328 -1.0304 -0.431
C -0.9585 -0.5535 0.2769 -0.242
C -2.0897 -0.3345 -0.7463 -0.230
N -1.6147 -0.6403 -2.1279 -0.682
H 1.8757 -1.0050 2.0147 0.221
H 1.7624 0.5321 2.8304 0.239
H 0.3319 -0.4515 2.6353 0.207
H 2.0621 0.6275 0.4469 0.195
H 1.4246 2.6796 1.5343 0.228
H -0.2273 2.3438 1.3270 0.203
H 0.8857 2.5601 -0.0844 0.222
H 0.4854 -1.8272 -1.3290 0.166
H 1.3745 -0.4719 -1.9610 0.197
H 1.9736 -1.3024 -0.5674 0.226
H -1.2998 0.0589 1.0849 0.233
H -0.8650 -1.5724 0.6755 0.202
H -3.0385 -0.8371 -0.5293 0.241
H -2.1989 0.7433 -0.7476 0.230
H -1.2299 -1.5784 -2.2380 0.431
H -2.3086 -0.6181 -2.8796 0.450
H -0.7688 -0.0665 -2.2917 0.465
```

Summary:
orbital gap	9.40	eV
charge	+1



four:
The following is a quantum chemistry calculation of a gas-phase ion, C6H17N2 (charge +1), from the Open Molecules 2025 dataset.

The geometry in XYZ format:
```
25
Properties=species:S:1:pos:R:3:nbo_charge:R:1
C 0.7134 1.3722 2.0337 -0.386
N 1.3082 0.1877 1.5091 -0.660
C 0.3258 -0.7839 1.2060 -0.226
C 0.3354 -0.9482 -0.3838 -0.039
N -0.2910 -2.3440 -0.7321 -0.722
C -0.4851 0.0729 -1.1946 -0.254
C -1.4554 0.8727 -0.4014 -0.621
C 0.4476 1.1612 -1.8475 -0.605
H -0.4134 1.3743 1.8260 0.180
H 0.8382 1.3602 3.0772 0.194
H 1.1064 2.2823 1.6940 0.203
H 2.2167 -0.0406 1.5840 0.394
H -0.6746 -0.5087 1.6284 0.229
H 0.6538 -1.7971 1.7027 0.189
H 1.4479 -0.8975 -0.6542 0.252
H -1.3451 -2.3316 -0.6954 0.445
H 0.0683 -3.1536 -0.2180 0.449
H -0.2613 -2.5365 -1.8134 0.450
H -1.0904 -0.5684 -1.9771 0.192
H -1.1056 1.4056 0.5860 0.227
H -2.2701 0.1118 0.0877 0.179
H -2.1279 1.5507 -0.9505 0.254
H 1.0574 0.5707 -2.5343 0.207
H 1.0200 1.6716 -1.0646 0.229
H -0.0190 1.9162 -2.4680 0.239
```

Summary:
orbital gap	8.59	eV
charge	+1



The structure with the greatest stability is three.



one:
The following is a quantum chemistry calculation of 2 unconnected molecules or ions with the total composition C5H14O, from the Open Molecules 2025 dataset.

The geometry in XYZ format:
```
20
Properties=species:S:1:pos:R:3:nbo_charge:R:1
C -0.4391 1.3266 -2.2655 -0.638
C 0.6374 1.0185 -1.2344 0.102
C 1.5194 -0.2329 -1.4115 -0.613
O 1.6780 1.9870 -1.1940 -0.758
H -0.9011 0.4621 -2.7454 0.222
H -0.0280 1.8099 -3.0870 0.221
H -1.1159 2.1232 -1.9043 0.217
H 0.0621 1.1549 -0.2836 0.159
H 1.3979 -0.6392 -2.4963 0.206
H 2.4894 -0.0375 -1.1288 0.207
H 1.1519 -1.0035 -0.7867 0.204
H 2.3283 1.9695 -0.5583 0.473
C -0.7158 -1.2935 1.7416 -0.612
C -1.4185 -1.1501 3.0730 -0.617
H -0.6148 -2.3177 1.5670 0.207
H -1.4207 -0.9851 0.8734 0.196
H 0.1824 -0.6867 1.6386 0.207
H -1.6144 -2.1077 3.4924 0.201
H -0.7552 -0.6290 3.7582 0.208
H -2.4234 -0.7689 2.9518 0.209
```

Summary:
orbital gap	10.82	eV
charge	0



two:
The following is a quantum chemistry calculation of 2 unconnected molecules or ions with the total composition C5H14O, from the Open Molecules 2025 dataset.

The geometry in XYZ format:
```
20
Properties=species:S:1:pos:R:3:nbo_charge:R:1
C 0.5872 -2.2023 -1.7361 -0.648
C 0.6395 -1.0449 -0.6180 0.092
C 1.5323 -1.4028 0.5196 -0.626
O 1.0808 0.1917 -1.2163 -0.739
H 1.0971 -3.1607 -1.4281 0.207
H 1.1114 -1.9850 -2.6788 0.211
H -0.3274 -2.6312 -1.8484 0.218
H -0.3176 -0.6997 -0.1873 0.182
H 1.1078 -2.3665 1.0362 0.210
H 2.5618 -1.4755 0.0708 0.209
H 1.5213 -0.6103 1.3161 0.218
H 1.7420 0.0432 -1.9867 0.465
C -2.0890 1.6145 0.9633 -0.609
C -1.1101 2.6701 1.2632 -0.612
H -1.5266 0.7595 1.1681 0.200
H -2.9465 1.6709 1.5431 0.206
H -2.3235 1.5616 -0.1432 0.204
H -1.3106 3.5728 0.6757 0.199
H -1.0119 2.9614 2.3048 0.202
H -0.0180 2.5332 0.9820 0.211
```

Summary:
orbital gap	11.11	eV
charge	0



The structure with the greatest stability is two.



one:
The following is a quantum chemistry calculation of 2 unconnected molecules or ions with the total composition C5H14O, from the Open Molecules 2025 dataset.

The geometry in XYZ format:
```
20
Properties=species:S:1:pos:R:3:nbo_charge:R:1
C 0.0000 0.0000 0.0000 -0.611
C 0.0294 -0.9322 1.1856 -0.056
C 1.4584 -1.0353 1.7956 -0.609
C -0.8908 -0.3719 2.2860 -0.605
C -0.3219 -2.3724 0.7943 -0.605
H -0.9873 0.2546 -0.4206 0.210
H 0.5754 -0.5519 -0.7622 0.203
H 0.5344 0.9359 0.2348 0.214
H 2.2074 -1.4508 1.1007 0.206
H 1.4185 -1.6748 2.6934 0.203
H 1.7810 -0.0247 2.0975 0.217
H -1.9728 -0.4140 2.0764 0.208
H -0.6116 0.6764 2.4853 0.206
H -0.6841 -0.9690 3.1902 0.202
H -1.3166 -2.3274 0.3198 0.202
H -0.3752 -3.0550 1.6591 0.208
H 0.3972 -2.7832 0.0657 0.207
O 2.4809 2.6701 2.9286 -0.942
H 3.0579 3.4514 2.7710 0.472
H 1.8010 2.9880 3.5649 0.471
```

Summary:
orbital gap	11.37	eV
charge	0



two:
The following is a quantum chemistry calculation of 2 unconnected molecules or ions with the total composition C5H14O, from the Open Molecules 2025 dataset.

The geometry in XYZ format:
```
20
Properties=species:S:1:pos:R:3:nbo_charge:R:1
C -1.7009 1.5647 -1.7246 -0.614
C -0.4321 0.7260 -1.4458 -0.402
C 0.6476 1.5004 -0.6945 -0.377
C 1.9790 0.6668 -0.4369 -0.403
C 2.0570 -0.0734 0.9002 -0.623
H -2.4888 1.2408 -1.0587 0.210
H -1.9261 1.3979 -2.7760 0.211
H -1.5375 2.6257 -1.5886 0.207
H 0.0156 0.3775 -2.3831 0.187
H -0.5126 -0.2117 -0.8868 0.201
H 0.8667 2.5065 -1.0489 0.196
H 0.2934 1.6185 0.3421 0.182
H 1.9584 -0.0528 -1.2613 0.190
H 2.7437 1.4137 -0.6380 0.206
H 2.2990 -1.1016 0.6416 0.213
H 2.9097 0.2632 1.4970 0.210
H 1.1500 0.0727 1.4806 0.206
O -2.5338 -4.9672 3.3716 -0.924
H -2.7263 -5.3972 4.2014 0.462
H -3.0619 -4.1705 3.5087 0.462
```

Summary:
orbital gap	11.56	eV
charge	0



three:
The following is a quantum chemistry calculation of 2 unconnected molecules or ions with the total composition C5H14O, from the Open Molecules 2025 dataset.

The geometry in XYZ format:
```
20
Properties=species:S:1:pos:R:3:nbo_charge:R:1
C -0.1189 0.9908 0.2500 -0.617
C 0.3610 -0.4531 -0.0626 -0.384
C -0.7525 -1.3137 -0.6905 -0.222
C -2.1596 -1.2212 0.0166 -0.617
C -0.7606 -1.1130 -2.1714 -0.611
H -0.9317 1.0090 0.9955 0.204
H -0.4709 1.4935 -0.6665 0.198
H 0.7401 1.5538 0.6523 0.205
H 1.3156 -0.4517 -0.6231 0.206
H 0.5590 -0.8831 0.9381 0.191
H -0.2757 -2.2548 -0.3486 0.200
H -2.6940 -0.2676 -0.1309 0.206
H -2.0792 -1.4156 1.0993 0.210
H -2.7511 -2.0307 -0.4433 0.212
H -1.0693 -0.0786 -2.3979 0.202
H -1.4393 -1.8057 -2.6970 0.209
H 0.2629 -1.2662 -2.5529 0.210
O 4.4100 2.9306 2.9273 -0.940
H 3.4762 2.6702 3.0957 0.470
H 4.3780 3.9071 2.8099 0.470
```

Summary:
orbital gap	11.21	eV
charge	0



The structure with the greatest stability is one.



one:
The following is a quantum chemistry calculation of C6H13N in the gas phase, from the Open Molecules 2025 dataset.

The geometry in XYZ format:
```
20
Properties=species:S:1:pos:R:3:nbo_charge:R:1
C 1.7740 1.5181 -0.0348 -0.425
C 1.4219 0.2433 0.3410 0.061
C 1.8589 -0.3287 1.6607 -0.647
C 0.6074 -0.7280 -0.5276 -0.451
C -0.7747 -1.0450 -0.1287 -0.423
C -1.5539 0.3823 -0.4187 -0.197
N -2.8882 0.0989 -0.9157 -0.876
H 1.6983 1.9853 -1.0006 0.197
H 2.1646 2.0867 0.6948 0.182
H 0.9462 -0.6160 2.1968 0.210
H 2.3915 0.3538 2.4667 0.217
H 2.3550 -1.1955 1.4351 0.214
H 0.6847 -0.3436 -1.5343 0.213
H 1.2939 -1.6628 -0.5961 0.198
H -1.0161 -1.2544 0.9053 0.206
H -1.1959 -1.8349 -0.7281 0.209
H -1.5731 1.0735 0.3903 0.200
H -0.8866 0.8816 -1.1577 0.177
H -3.6318 -0.0010 -0.2589 0.368
H -3.0146 -0.4170 -1.7540 0.367
```

Summary:
orbital gap	9.41	eV
charge	0



two:
The following is a quantum chemistry calculation of C6H13N in the gas phase, from the Open Molecules 2025 dataset.

The geometry in XYZ format:
```
20
Properties=species:S:1:pos:R:3:nbo_charge:R:1
C 2.2441 1.1601 -0.7721 -0.616
C 1.2484 0.9920 0.4393 -0.425
C 0.2491 -0.1831 -0.0574 -0.018
C 0.5700 -0.9697 -1.4062 -0.661
C -0.9000 -0.4523 0.5566 0.139
C -2.1935 -0.9259 -0.1644 -0.669
N -1.2014 0.1524 1.7725 -0.854
H 1.7912 1.2124 -1.8496 0.199
H 2.5848 2.1338 -0.7627 0.205
H 3.1092 0.5956 -0.8768 0.207
H 0.6683 1.8987 0.5536 0.200
H 1.8663 0.7226 1.3617 0.229
H 1.7583 -1.3229 -1.4671 0.240
H 0.6345 -0.2283 -2.3260 0.196
H -0.3641 -1.4962 -1.5619 0.231
H -3.0963 -0.8729 0.4572 0.217
H -2.3474 -2.0132 -0.2879 0.220
H -2.3083 -0.4540 -1.0560 0.213
H -1.9763 -0.1837 2.3121 0.377
H -1.2191 1.2147 1.5206 0.368
```

Summary:
orbital gap	8.89	eV
charge	0



The structure with the greatest stability is one.